[1]
# C2H4Br2

C2H4Br2 in the gas phase (ωB97M-V with the def2-TZVPD basis set, the Open Molecules 2025 dataset).

ORCA input file:
```
! RIJCOSX wB97M-V def2-TZVPD def2/J DEFGRID3
* xyz 0 1
Br -25.1647 21.6508 6.8881
Br -20.9163 22.1056 8.7147
C -22.5809 21.2014 8.1099
C -23.8006 22.0910 8.2776
H -24.2914 21.9448 9.2398
H -22.3362 21.0677 7.0561
H -22.7332 20.2090 8.5344
H -23.4625 23.1182 8.1407
*
```

The structure (SMILES) is BrCCBr. The calculation puts the HOMO-LUMO gap at 10.9 eV. The value obtained for the LUMO energy is 0.46 eV. The value obtained for the energy above the lowest of the compared OMol25 structures with the same formula, charge and spin is 20.9 kJ/mol. The calculated total energy is -142223.7573 eV.


[2]
# C2H4BrCl2Cu

A molecular structure, C2H4BrCl2Cu in a non-equilibrium geometry (ωB97M-V with the def2-TZVPD basis set, the Open Molecules 2025 dataset).

ORCA input file:
```
! RIJCOSX wB97M-V def2-TZVPD def2/J DEFGRID3
* xyz 0 1
Br -3.7319 -1.4489 2.6830
Cu -3.8527 2.7787 2.7105
Cl 1.8192 1.4276 -1.7126
Cl 2.5263 -0.9530 0.5158
C 0.5916 0.5144 -0.8142
C 1.1008 -0.9285 -0.5772
H 0.3809 0.9866 0.1454
H 0.2755 -1.4328 -0.0746
H 1.2107 -1.5424 -1.4711
H -0.3205 0.5982 -1.4050
*
```

The calculation puts the HOMO-LUMO gap at 4.3 eV. The value obtained for the LUMO energy is -3.83 eV. The value obtained for the energy above the lowest of the compared OMol25 structures with the same formula, charge and spin is 288.3 kJ/mol. The calculated total energy is -141862.5128 eV.


[3]
# C2H4BrN

2 unconnected molecules or ions with the total composition C2H4BrN in a non-equilibrium geometry (ωB97M-V with the def2-TZVPD basis set, the Open Molecules 2025 dataset).

ORCA input file:
```
! RIJCOSX wB97M-V def2-TZVPD def2/J DEFGRID3
* xyz 0 1
Br -2.6564 -0.0029 0.2633
N -0.4218 1.9009 -1.4334
C 0.1401 -0.6078 0.2169
C -0.9285 0.1930 -0.1927
H -0.2529 -1.1989 1.0092
H 0.3834 -1.2301 -0.5656
H -1.3490 1.9679 -1.7432
H 1.0556 -0.0074 0.3273
*
```

The calculation puts the HOMO-LUMO gap (alpha / beta) at 6.8 / 6.8 eV. The value obtained for the LUMO energy (alpha / beta) is -1.17 / -1.17 eV. The value obtained for the energy above the lowest of the compared OMol25 structures with the same formula, charge and spin is 656.4 kJ/mol. The calculated total energy is -73664.1895 eV.


[4]
# C2H4BrN

C2H4BrN in the gas phase in a non-equilibrium geometry (ωB97M-V with the def2-TZVPD basis set, the Open Molecules 2025 dataset).

ORCA input file:
```
! RIJCOSX wB97M-V def2-TZVPD def2/J DEFGRID3
* xyz 0 1
Br 2.3037 1.8812 0.2228
N -0.0001 0.5744 -0.3752
C -0.9111 -0.5826 -0.4093
C 0.9386 0.5967 0.4624
H -1.6185 -0.4603 0.5473
H 1.1965 0.0255 1.2856
H -1.4943 -0.4004 -1.3217
H -0.4148 -1.6344 -0.4118
*
```

The structure (SMILES) is C/N=C/Br. The calculation puts the HOMO-LUMO gap at 10.7 eV. The value obtained for the LUMO energy is 0.85 eV. The value obtained for the energy above the lowest of the compared OMol25 structures with the same formula, charge and spin is 82.5 kJ/mol. The calculated total energy is -73670.1369 eV.


[5]
# C2H4BrN4

A gas-phase ion, C2H4BrN4 (charge +1) in a non-equilibrium geometry (ωB97M-V with the def2-TZVPD basis set, the Open Molecules 2025 dataset).

ORCA input file:
```
! RIJCOSX wB97M-V def2-TZVPD def2/J DEFGRID3
* xyz 1 1
Br 3.0367 -1.3334 -0.7296
N -1.5727 0.3967 0.3052
N -0.3504 1.0541 0.3421
N 0.0619 -1.3657 -0.4228
N 2.0121 0.1437 -0.1860
C -1.4083 -1.0551 -0.1552
C 0.6485 -0.0022 -0.0782
H -0.0974 2.0403 0.5840
H -2.4664 0.8700 0.5687
H -2.2769 -1.8251 -0.3049
H 2.4128 1.0767 0.0767
*
```

The structure (SMILES) is BrNc1nc[nH][nH+]1. The calculation puts the HOMO-LUMO gap at 9.1 eV. The value obtained for the LUMO energy is -4.49 eV. The calculated total energy is -78130.2734 eV.


[6]
# C2H4BrNO2

C2H4BrNO2 in the gas phase in a non-equilibrium geometry (ωB97M-V with the def2-TZVPD basis set, the Open Molecules 2025 dataset).

ORCA input file:
```
! RIJCOSX wB97M-V def2-TZVPD def2/J DEFGRID3
* xyz 0 1
Br -1.9242 -1.0224 -0.5220
O -0.0290 1.3559 -1.3916
O 0.1206 2.1149 0.7876
N 0.9288 -1.0355 0.4631
C 0.0111 1.2204 -0.0163
C -0.1949 -0.2408 0.5209
H -0.4932 0.7360 -1.9436
H 0.7009 -1.8784 0.8767
H -0.5424 -0.1115 1.6332
H 1.4222 -1.1385 -0.4080
*
```

The structure (SMILES) is N[C@H](Br)C(=O)O. The calculation puts the HOMO-LUMO gap at 10.4 eV. The value obtained for the LUMO energy is 0.14 eV. The value obtained for the energy above the lowest of the compared OMol25 structures with the same formula, charge and spin is 15.2 kJ/mol. The calculated total energy is -77766.1702 eV.


[7]
# C2H4BrNS

C2H4BrNS in the gas phase in a non-equilibrium geometry (ωB97M-V with the def2-TZVPD basis set, the Open Molecules 2025 dataset).

ORCA input file:
```
! RIJCOSX wB97M-V def2-TZVPD def2/J DEFGRID3
* xyz 0 1
Br 3.2993 -0.2293 -0.2127
S 0.4207 0.9617 -0.7298
N 0.4531 -1.3318 0.6674
C -1.4076 0.8517 -0.2553
C 1.0233 -0.4449 0.0466
H -1.7012 1.8680 -0.1699
H 0.9444 -2.1254 0.8597
H -1.7938 0.0332 -0.9007
H -1.2383 0.4169 0.6947
*
```

The structure (SMILES) is [H]/N=C(\Br)SC. The calculation puts the HOMO-LUMO gap at 9.4 eV. The value obtained for the LUMO energy is -0.37 eV. The value obtained for the energy above the lowest of the compared OMol25 structures with the same formula, charge and spin is 59.7 kJ/mol. The calculated total energy is -84505.3267 eV.


[8]
# C2H4BrOP

C2H4BrOP in the gas phase in a non-equilibrium geometry (ωB97M-V with the def2-TZVPD basis set, the Open Molecules 2025 dataset).

ORCA input file:
```
! RIJCOSX wB97M-V def2-TZVPD def2/J DEFGRID3
* xyz 0 1
Br -2.4891 -1.2610 0.1154
P -3.5930 1.2816 0.4112
O -4.4284 1.3221 -0.7554
C -1.0959 -0.0367 -0.5418
C 0.0883 0.1696 0.3010
H 0.7973 -0.7434 0.2294
H 0.6301 1.0752 -0.1019
H -0.8396 -0.0130 -1.5171
H -0.0442 0.2094 1.3909
*
```

The calculation puts the HOMO-LUMO gap (alpha / beta) at 6.6 / 8.4 eV. The value obtained for the LUMO energy (alpha / beta) is -0.51 / -0.05 eV. The value obtained for the energy above the lowest of the compared OMol25 structures with the same formula, charge and spin is 297.6 kJ/mol. The calculated total energy is -83514.4716 eV.


[9]
# C2H4BrP

C2H4BrP in the gas phase in a non-equilibrium geometry (ωB97M-V with the def2-TZVPD basis set, the Open Molecules 2025 dataset).

ORCA input file:
```
! RIJCOSX wB97M-V def2-TZVPD def2/J DEFGRID3
* xyz 0 1
Br -0.0361 -0.6260 -2.5367
P -1.1035 0.4151 -0.8661
C 0.4276 0.7392 0.3999
C -0.2324 -0.5946 0.5297
H 0.0950 -1.6848 0.2360
H -0.7783 -0.7669 1.5095
H 1.2637 0.8458 -0.2817
H 0.3641 1.6722 1.0094
*
```

The structure (SMILES) is BrP1CC1. The calculation puts the HOMO-LUMO gap at 9.7 eV. The value obtained for the LUMO energy is 0.58 eV. The value obtained for the energy above the lowest of the compared OMol25 structures with the same formula, charge and spin is 47.1 kJ/mol. The calculated total energy is -81469.1636 eV.


[10]
# C2H4CaO

A molecular structure, C2H4CaO in a non-equilibrium geometry (ωB97M-V with the def2-TZVPD basis set, the Open Molecules 2025 dataset).

ORCA input file:
```
! RIJCOSX wB97M-V def2-TZVPD def2/J DEFGRID3
* xyz 1 2
Ca -1.8353 -1.2106 2.2811
O -0.9220 0.3511 1.0905
C -0.2423 0.6484 0.1204
C 0.5607 -0.2544 -0.7123
H -0.0513 -0.9951 -1.2359
H 1.3139 -0.7443 -0.0757
H 0.0160 1.7402 -0.1042
H 1.1602 0.4648 -1.3639
*
```

The calculation puts the HOMO-LUMO gap (alpha / beta) at 3.1 / 7.9 eV. The value obtained for the LUMO energy (alpha / beta) is -5.57 / -5.73 eV. The calculated total energy is -22616.2880 eV.